Entry 1:
Molecular formula: C12H26B2F3N3O15Tl
Method: DFT, wB97M-V/def2-TZVPD

Results
Charge: +1
E_HOMO (eV): -13.6
HOMO-LUMO gap (eV): 2.59
2S+1: 1

Atoms and positions in Å:
Tl  -0.3937  -1.0868  -3.3004
F  1.2149  3.2891  -0.5806
F  6.2288  0.5441  -3.1231
F  -1.4377  -3.2684  3.2119
O  0.6152  -5.2400  2.6971
O  -3.4902  -0.8060  -2.4541
O  2.0901  3.0261  2.3726
O  2.8957  2.2573  0.4415
O  0.1372  4.4065  -3.5418
O  2.3173  -4.1352  3.6672
O  4.2473  0.7365  -1.0207
O  -4.4260  1.6901  4.0444
O  4.1324  1.4863  -3.1308
O  2.3189  0.4814  -2.3298
O  -5.5350  -0.1417  -2.1857
O  -0.5274  2.3355  -3.1595
O  0.6537  -3.0326  2.4645
O  -5.3670  -0.2511  3.7432
O  4.3161  3.0901  2.0551
N  -0.5634  3.5558  -2.9712
N  -4.4891  -0.6240  -1.7906
N  -4.4528  0.4851  3.6567
C  -4.5111  -1.2403  -0.3866
C  1.2158  -4.1251  3.0523
C  3.4642  0.8724  -2.1649
C  5.5323  1.6113  -2.7732
C  0.9806  2.5220  1.7309
C  -3.2490  0.0780  2.8241
C  1.4956  2.3101  0.2654
C  -1.4812  4.1596  -1.9759
C  -0.6368  -3.3444  2.1921
C  5.4269  1.3885  -1.2628
C  3.2014  2.7876  1.6504
C  -0.4841  -4.8604  1.9179
B  0.8494  -3.5328  -1.4208
B  -1.0256  -0.1024  -0.5332
H  0.3893  -4.0096  -2.2724
H  -2.2954  -0.0273  3.3412
H  5.9830  2.5818  -2.9808
H  1.3480  -4.2267  -0.7619
H  0.9787  1.4463  -0.1526
H  -3.6662  -0.8227  0.1611
H  0.0150  -0.3759  -0.6140
H  -3.2192  0.8617  2.0671
H  -1.2821  0.4901  -1.3978
H  1.6049  -2.8120  -1.6928
H  5.6189  2.3243  -0.7378
H  -1.0661  -2.7049  1.4208
H  -1.6449  -0.9858  -0.5533
H  -4.3798  -2.3155  -0.5082
H  0.0586  3.1002  1.6719
H  -0.9909  5.0929  -1.6991
H  -2.4438  4.1419  -2.4871
H  0.5747  1.5691  2.0704
H  -1.1288  0.4023  0.4148
H  -1.3416  -5.3641  2.3643
H  -3.3563  -0.8750  2.3059
H  -5.4125  -0.9365  0.1456
H  6.1905  0.6733  -0.9570
H  -0.2330  -5.1503  0.8976
H  0.0232  -3.0588  -0.9138
H  -1.5879  3.6592  -1.0135

=====

Entry 2:
Molecular formula: C4H30N2O12
Method: DFT, wB97M-V/def2-TZVPD

Results
SMILES: NCC[C@H](N)C(=O)O.O.O.O.O.O.O.O.O.O.O
Charge: 0
E_HOMO (eV): -9.8
Energy relative to the best compared isomer or geometry (same formula, charge and spin) (kcal/mol): 108.12
HOMO-LUMO gap (eV): 9.82
2S+1: 1

Atoms and positions in Å:
O  1.3005  2.0611  -0.0896
O  0.1787  4.1254  -1.6421
O  2.7539  0.9070  -1.1815
O  -1.7212  -2.7777  0.6592
O  0.1384  1.2075  3.0043
O  -0.9830  -1.4714  -3.6048
O  -3.3841  -0.5876  1.1049
O  -2.8304  2.4301  0.8212
O  -3.4080  0.6048  -1.3464
O  -1.1272  1.3667  -2.3207
O  2.5766  1.7359  2.2603
O  2.5556  -1.7926  -2.8141
N  0.5213  -1.2274  -0.9479
N  0.3617  -1.7750  2.3257
C  1.0147  -0.3100  0.0850
C  1.7451  0.8739  -0.5339
C  1.5357  -2.2692  1.5868
C  2.1478  -1.0699  0.8090
H  -0.2984  -1.4725  -2.8254
H  2.4392  -2.6844  2.2685
H  -0.1029  -2.0248  -0.6606
H  -2.4194  2.8809  1.5954
H  -1.7825  -1.4092  -3.1915
H  -1.1403  1.5460  -3.2339
H  2.9977  -0.9098  -2.5238
H  1.5944  1.4854  2.4347
H  -0.5314  0.5219  -2.2089
H  2.7297  -1.5812  -0.0695
H  1.2953  -3.1186  0.9073
H  -1.7839  -3.4855  1.2734
H  1.2395  -1.7627  -1.3348
H  0.2702  0.2599  3.1315
H  -0.6008  1.0796  2.4025
H  -0.0835  3.2477  -1.9703
H  2.0402  -1.6541  -3.7016
H  -2.4941  1.0184  -1.2359
H  0.2779  0.0914  0.7625
H  -3.5835  -0.4804  0.1560
H  -0.3553  -1.5067  1.6981
H  -2.4250  -2.0890  0.9287
H  1.0584  3.9867  -1.2494
H  2.9244  -0.6471  1.3446
H  -3.2067  0.2191  1.3795
H  0.1368  -2.3905  3.1505
H  -2.2674  2.9214  0.1364
H  -4.0267  1.3271  -1.4074
H  2.6704  2.2296  3.1418
H  2.0519  2.3695  0.7261

=====

Entry 3:
Molecular formula: C6H10O
Method: DFT, wB97M-V/def2-TZVPD

Results
SMILES: C[C@H]1OC[C@H]2C[C@H]21
Charge: 0
E_HOMO (eV): -9.7
Energy relative to the best compared isomer or geometry (same formula, charge and spin) (kcal/mol): 14.15
HOMO-LUMO gap (eV): 10.86
2S+1: 1

Atoms and positions in Å:
O  -0.4691  -0.1567  1.2880
C  0.6372  -0.5735  0.4974
C  -1.6477  -0.3794  0.5253
C  0.2506  -0.1721  -0.9119
C  -0.4844  1.1240  -1.1026
C  1.9144  0.0514  1.0108
C  -1.2490  -0.1529  -0.9246
H  -2.3923  0.3457  0.8672
H  1.8878  1.1335  0.8534
H  -0.4504  1.5265  -2.1107
H  2.0536  -0.1555  2.0752
H  2.7692  -0.3631  0.4640
H  0.7155  -1.6756  0.5435
H  -1.8683  -0.5678  -1.7141
H  -0.5131  1.8641  -0.3078
H  -2.0421  -1.3947  0.6885
H  0.8881  -0.4539  -1.7417

=====

Entry 4:
Molecular formula: C16H20FGaLaNO
Method: DFT, wB97M-V/def2-TZVPD

Results
Charge: +2
E_HOMO (eV): -13.3
HOMO-LUMO gap (eV): 2.89
2S+1: 1

Atoms and positions in Å:
La  1.4910  3.9445  0.8672
Ga  0.7722  0.4464  -1.4018
F  -1.2326  -1.0422  -3.0281
O  2.1930  1.3688  1.0770
N  0.3901  -4.1484  0.6263
C  1.1237  1.2161  2.0440
C  1.5251  0.6535  3.3441
C  1.9507  0.2350  -3.1003
C  -0.3511  1.5665  1.8623
C  -0.3546  -3.1215  1.1113
C  -0.8931  0.7175  4.1827
C  -1.9112  0.1697  -2.7636
C  1.7297  1.8552  -0.2041
C  -3.2283  -0.0177  -1.9227
C  0.5332  0.4079  4.3916
C  -1.3220  1.3141  2.9241
C  -1.0106  1.2497  -2.0474
C  0.6384  -1.4057  -0.5809
C  1.4372  -2.5647  -1.0765
C  1.2013  -3.8374  -0.4111
C  -0.2534  -1.7924  0.5295
H  -3.9376  0.7869  -2.2708
H  -3.7481  -0.9914  -2.1011
H  -1.6053  1.7155  -1.2134
H  -2.3960  1.5695  2.7931
H  -3.0487  0.1698  -0.8257
H  1.0379  2.7775  -0.1444
H  2.1548  -2.4512  -1.9261
H  -2.2261  0.5765  -3.7633
H  -0.9116  -0.9948  0.9683
H  -1.6318  0.4920  4.9811
H  0.9026  -0.0494  5.3339
H  -0.7657  2.0396  -2.8106
H  3.0332  0.4596  -2.8698
H  1.5286  0.8950  -3.8975
H  2.6814  2.2160  -0.7796
H  -1.0678  -3.3268  1.9463
H  1.7899  -4.6998  -0.8259
H  -0.7316  2.0254  0.9143
H  2.5999  0.4048  3.5311
H  1.9132  -0.8299  -3.4635

=====

Entry 5:
Molecular formula: C40H51AgGeNO2
Method: DFT, wB97M-V/def2-TZVPD

Results
Charge: +1
E_HOMO (eV): -10.9
Energy relative to the best compared isomer or geometry (same formula, charge and spin) (kcal/mol): 0.00
HOMO-LUMO gap (eV): 6.54
2S+1: 1

Atoms and positions in Å:
Ag  -2.9521  1.0165  -0.1364
Ge  -2.0655  -1.7320  -1.7606
O  -1.5445  2.6897  -0.6602
O  -2.5472  -1.2918  -0.0058
N  -0.5802  0.4294  0.4314
C  0.5340  -2.4904  2.5023
C  -0.8362  5.5151  -1.5135
C  3.9127  2.8709  2.2312
C  4.6908  3.5723  -0.0285
C  -3.6808  -4.0678  0.6628
C  0.1910  -0.0748  -2.6016
C  -4.3022  1.4584  -3.3828
C  -4.2038  -2.3656  2.4320
C  2.4976  -0.6246  -2.1858
C  4.5488  1.1497  0.5198
C  2.8733  -3.2996  2.1871
C  -3.3181  0.7199  -2.7361
C  -3.1812  -3.4132  1.9592
C  -3.1118  -4.5112  3.0257
C  1.4758  -4.3440  3.9587
C  2.4224  2.4484  0.2675
C  -0.5335  3.8041  -3.3488
C  3.8826  2.5178  0.7366
C  0.6362  -1.3229  1.7740
C  -1.6191  -1.6176  0.9552
C  -4.4220  -1.3233  -3.3724
C  1.7697  -3.0351  3.2231
C  -0.4550  -0.8120  1.0637
C  -0.7136  -3.1151  2.5583
C  -5.3952  -0.5832  -4.0328
C  1.5400  0.2483  -2.6904
C  -3.3723  -0.6825  -2.7128
C  -5.3387  0.8034  -4.0327
C  0.1460  4.5184  -2.1637
C  0.6203  3.4792  -1.1395
C  -0.3339  2.5647  -0.5029
C  1.3237  5.3231  -2.7168
C  1.5932  1.5397  0.7985
C  -0.2103  -1.2715  -1.9993
C  0.7616  -2.1489  -1.5137
C  2.1094  -1.8265  -1.6034
C  1.9086  3.3682  -0.7556
C  2.2673  -2.0014  4.2440
C  -1.8134  -2.7186  1.7997
C  0.2246  1.4219  0.3321
H  2.8567  -2.5140  -1.2219
H  0.4662  -3.0822  -1.0413
H  -0.3940  5.9651  -0.6200
H  0.7344  -4.2068  4.7506
H  3.1822  -2.3809  1.6787
H  2.3928  -4.7083  4.4267
H  -4.5506  -4.6911  0.8867
H  4.9475  2.9497  2.5747
H  3.5514  -0.3769  -2.2615
H  -3.9840  -3.3322  -0.0773
H  -3.8823  -1.9123  3.3733
H  -2.8119  -4.1183  4.0015
H  4.7285  3.3576  -1.1010
H  3.1383  -2.3895  4.7794
H  3.4139  2.1091  2.8351
H  -4.3306  -1.5755  1.6906
H  4.2902  4.5805  0.1145
H  1.4890  -1.7722  4.9763
H  2.6201  4.0471  -1.2034
H  -4.4879  -2.4059  -3.3638
H  5.5957  1.1919  0.8330
H  -0.8311  4.5393  -4.1026
H  1.5935  -0.8357  1.7143
H  4.0572  0.3617  1.0981
H  -2.4882  1.2518  -2.2890
H  2.5306  -4.0103  1.4285
H  1.8292  5.8976  -1.9349
H  2.0587  4.6870  -3.2198
H  3.7552  -3.7226  2.6767
H  1.9437  0.8921  1.5826
H  -1.0558  6.3201  -2.2214
H  2.5639  -1.0652  3.7594
H  -4.2483  2.5406  -3.3943
H  -0.8239  -3.9794  3.1965
H  0.1572  3.0976  -3.8213
H  3.4180  3.8279  2.4163
H  -2.4221  -5.3117  2.7407
H  -1.7749  5.0406  -1.2341
H  -5.1798  -2.8340  2.5939
H  4.5172  0.8648  -0.5358
H  -0.5375  0.6088  -3.0166
H  5.7177  3.5742  0.3430
H  -2.9126  -4.7130  0.2283
H  -1.4277  3.2648  -3.0321
H  -4.1033  -4.9547  3.1404
H  0.9460  6.0345  -3.4532
H  1.8441  1.1785  -3.1606
H  1.1196  -5.1212  3.2757
H  -2.3055  -3.2395  -1.7887
H  -6.1012  1.3759  -4.5449
H  -6.2051  -1.0909  -4.5425

=====

Entry 6:
Molecular formula: C5H12NS
Method: DFT, wB97M-V/def2-TZVPD

Results
SMILES: CN(C)CCC[S-]
Charge: -1
E_HOMO (eV): -2.3
Energy relative to the best compared isomer or geometry (same formula, charge and spin) (kcal/mol): 24.81
HOMO-LUMO gap (eV): 5.85
2S+1: 1

Atoms and positions in Å:
S  2.4057  0.6869  -2.6394
N  -0.2781  -0.3887  1.0436
C  -0.0720  0.1330  -1.4320
C  -1.7104  -0.1041  1.0783
C  0.2829  0.1792  2.2965
C  0.6035  0.0873  -0.0774
C  0.9059  -0.3543  -2.5341
H  1.2414  -1.3395  -2.1768
H  1.4463  -0.5974  -0.1556
H  -2.1433  -0.1850  0.0796
H  0.9905  1.0518  0.2567
H  -1.9673  0.8582  1.5229
H  0.4167  -0.5698  -3.4905
H  -2.1777  -0.9183  1.6510
H  1.3349  -0.1035  2.3188
H  -0.2412  -0.2740  3.1368
H  -0.4051  1.1012  -1.8084
H  -0.9309  -0.5419  -1.2959
H  0.2983  1.2790  2.2258

=====

Entry 7:
Molecular formula: C39H66N4O5
Method: DFT, wB97M-V/def2-TZVPD

Results
Charge: 0
E_HOMO (alpha / beta) (eV): -8.2 / -8.9
HOMO-LUMO gap (alpha / beta) (eV): 8.33 / 9.01
2S+1: 3

Atoms and positions in Å:
O  -3.0070  -2.6738  2.7175
O  0.1963  1.6324  1.8619
O  -0.9192  -5.7195  -0.5237
O  2.3637  -3.1485  -2.2547
O  -2.5919  1.2104  -3.1112
N  -3.7441  1.5877  -3.5360
N  0.4823  1.8302  3.0978
N  0.7100  -4.6958  -1.7916
N  -1.5830  -4.4527  2.3388
C  -1.8724  1.1965  3.3740
C  4.3256  -0.3714  -0.2119
C  -3.2514  3.6375  -4.8585
C  -6.0154  2.3016  -2.7361
C  -2.6233  1.3742  -5.7072
C  -4.4985  2.3511  -2.4900
C  7.5421  -3.9101  -0.6031
C  -4.2608  1.6917  -1.1366
C  -1.0886  -0.5593  -0.9276
C  -2.0639  -1.3352  -0.3215
C  -0.8463  -4.0228  3.5247
C  -1.9405  -2.7199  -0.2350
C  -2.9635  -3.5486  0.5016
C  0.1618  -2.4976  -1.4155
C  -0.8221  -3.2822  -0.8126
C  1.2433  -3.4027  -1.8914
C  6.6951  -3.1081  0.3854
C  0.0605  -1.1213  -1.4887
C  -2.1852  -5.7797  2.5303
C  5.2024  -1.4355  -0.9053
C  2.6752  2.4398  2.1792
C  1.1331  -0.2407  -2.0704
C  3.4668  0.4819  -1.1713
C  -4.0341  4.4630  -3.8380
C  -1.1614  3.5500  3.8240
C  2.3518  2.5586  4.6074
C  1.6454  2.7599  3.2565
C  1.9456  0.3759  -0.9095
C  8.8444  -4.4513  0.0205
C  -3.6621  2.1627  -4.9177
C  1.1637  4.2038  3.1145
C  -0.0107  4.5343  4.0332
C  -0.7498  2.0771  3.9144
C  -4.0069  3.7986  -2.4634
C  -0.4287  -4.7132  -0.9647
C  -4.9957  2.0029  -5.6654
C  -0.5364  1.6653  5.3798
C  5.2920  -2.7797  -0.1555
C  -2.5663  -3.5129  1.9650
H  -2.7387  1.2936  4.0290
H  -3.2123  1.7118  -0.8490
H  9.7312  -4.0043  -0.4276
H  1.5430  1.3559  -0.6529
H  4.8088  -1.6083  -1.9077
H  6.9502  -4.7461  -0.9798
H  -2.1720  1.4892  2.3703
H  -0.1011  0.6669  5.4366
H  0.8621  4.3762  2.0763
H  -1.6192  1.5152  -5.3154
H  7.7847  -3.2645  -1.4502
H  6.6299  -3.6445  1.3349
H  -3.5926  5.4587  -3.7673
H  3.6916  -0.8459  0.5389
H  -6.3334  1.2905  -2.9924
H  -0.3610  5.5464  3.8225
H  2.0049  4.8721  3.3134
H  -4.8287  2.2326  -0.3791
H  3.3395  3.0178  4.5642
H  -2.8476  0.3072  -5.6948
H  -2.9951  -5.7466  3.2672
H  -6.3571  2.9772  -3.5144
H  0.6321  0.5420  -2.6427
H  -1.9498  3.7306  4.5581
H  -6.5338  2.5952  -1.8232
H  1.7841  -0.2474  -0.0284
H  -2.9437  -4.5615  0.1033
H  0.3063  4.5358  5.0794
H  -1.4999  1.6405  5.8887
H  -2.9311  -0.8520  0.1110
H  -2.1862  3.6966  -4.6139
H  -1.4908  -3.8961  4.4005
H  3.0199  1.4075  2.2601
H  -5.7756  2.6767  -5.3235
H  -4.6200  4.3609  -1.7551
H  8.9282  -5.5300  -0.1155
H  8.8595  -4.2678  1.0953
H  -4.5978  0.6539  -1.1447
H  -5.0634  4.6122  -4.1745
H  -1.5775  0.1469  3.3476
H  4.5612  -2.8171  0.6542
H  1.3359  -5.4870  -1.7455
H  3.5331  3.1007  2.3082
H  -2.5841  -6.1396  1.5827
H  1.7847  -0.8272  -2.7127
H  -2.6360  1.7185  -6.7418
H  -3.9593  -3.1221  0.4035
H  0.0948  2.3478  5.9416
H  -4.8409  2.2163  -6.7229
H  2.2799  2.5893  1.1775
H  -5.3624  0.9793  -5.5792
H  -0.3462  -3.0763  3.3242
H  2.4838  1.4974  4.8205
H  -3.3672  4.0652  -5.8568
H  7.2127  -2.1619  0.5755
H  -0.0924  -4.7751  3.7522
H  3.6541  0.1588  -2.1973
H  -1.4082  -6.4686  2.8514
H  3.7712  1.5263  -1.0869
H  -2.9822  3.8181  -2.0786
H  5.0137  -3.5723  -0.8548
H  -1.1993  0.5163  -0.9702
H  6.2131  -1.0361  -1.0295
H  -1.6027  3.7321  2.8388
H  1.8362  3.0161  5.4466
H  4.9874  0.3014  0.3417

=====

Entry 8:
Molecular formula: C3H8N3O
Method: DFT, wB97M-V/def2-TZVPD

Results
SMILES: CNC(=[NH2+])C(N)=O
Charge: +1
E_HOMO (eV): -14.5
Energy relative to the best compared isomer or geometry (same formula, charge and spin) (kcal/mol): 71.51
HOMO-LUMO gap (eV): 9.47
2S+1: 1

Atoms and positions in Å:
O  -1.5597  2.0802  1.3924
N  -1.4633  -0.8155  0.8001
N  0.6159  0.0423  -0.4549
N  0.2420  1.5653  2.6501
C  0.4676  -0.7466  -1.6171
C  -0.6371  0.1633  0.8771
C  -0.6363  1.3919  1.6749
H  1.4207  -0.7711  -2.0742
H  -0.3065  -0.4474  -2.3714
H  -2.1818  -0.9419  1.5135
H  0.7194  1.0302  -0.5605
H  0.4599  2.5304  2.9299
H  -1.2976  -1.5975  0.2282
H  0.8507  0.7451  2.8824
H  0.2763  -1.8743  -1.3867

=====

For each record above, in turn, the calculated energy values are -2286.4316; -1182.7245; -309.8198; -2806.8892; -3983.7324; -650.6363; -2120.8001; -358.2825 a.u..